(a)
{
  "formula": "C5H10",
  "method": "ωB97M-V/def2-TZVPD",
  "species": ["C", "C", "C", "C", "C", "H", "H", "H", "H", "H", "H", "H", "H", "H", "H"],
  "coordinates": [[1.10610, 1.12855, 0.55654], [0.45555, -0.28764, 0.57073], [0.91886, -1.01978, -0.66568], [-1.07923, -0.13447, 0.44308], [-1.70476, 0.25317, -0.70052], [0.79582, 1.46279, -0.44321], [2.21622, 1.11230, 0.65364], [0.53760, 1.90080, 1.22174], [0.71851, -0.99448, 1.42712], [0.74645, -2.11164, -0.64886], [2.03258, -1.02195, -0.77302], [0.30818, -0.58004, -1.53867], [-1.61760, -0.52484, 1.29762], [-2.80099, 0.45170, -0.91672], [-1.11582, 0.66630, -1.50452]],
  "homo_energy_ev": -9.60,
  "orbital_gap_ev": 10.80,
  "charge": 0,
  "smiles": "C=CC(C)C"
}



(b)
{
  "formula": "C5H10",
  "method": "ωB97M-V/def2-TZVPD",
  "species": ["C", "C", "C", "C", "C", "H", "H", "H", "H", "H", "H", "H", "H", "H", "H"],
  "coordinates": [[0.28306, 0.48032, -1.89346], [0.69935, 0.24306, -0.44891], [1.16795, -1.10082, -0.06584], [-0.06368, -1.77378, -0.17132], [2.08796, -1.44455, 0.88805], [0.49456, 1.51138, -2.19541], [0.95285, -0.08167, -2.56180], [-0.67641, 0.13403, -2.29002], [-0.11300, 0.49452, 0.24233], [-4.19399, 4.41677, 3.33669], [-0.31124, -2.29318, 0.74282], [-0.43984, -1.59990, -1.16482], [-4.82545, 4.26453, 3.00125], [1.77765, -1.90070, 1.82580], [3.16023, -1.35001, 0.75464]],
  "homo_energy_ev": -7.36,
  "orbital_gap_ev": 6.96,
  "charge": 0
}



(c)
{
  "formula": "C5H10",
  "method": "ωB97M-V/def2-TZVPD",
  "species": ["C", "C", "C", "C", "C", "H", "H", "H", "H", "H", "H", "H", "H", "H", "H"],
  "coordinates": [[1.23698, 1.45931, 0.23843], [1.27407, 0.06923, -0.13553], [-0.20244, 0.53135, 0.31210], [-1.32351, -0.13619, -0.30396], [-2.57258, -0.42486, 0.54298], [3.87672, -1.02980, -0.57932], [3.89088, -0.41582, -1.01620], [1.57095, 2.25602, -0.42374], [1.05285, -0.44622, -1.06938], [1.53735, -0.72502, 0.54650], [-0.40458, 0.46909, 1.36768], [-1.38213, -0.00789, -1.40197], [-2.95539, -0.78080, -0.42473], [-3.18173, 0.39322, 1.01141], [-2.41743, -1.21161, 1.33573]],
  "homo_energy_ev": -7.26,
  "orbital_gap_ev": 6.55,
  "charge": 0
}



Most favorable structure: (a). The second most favorable one is 0.2039 hartree above it.



(a)
{
  "formula": "C5H10",
  "method": "ωB97M-V/def2-TZVPD",
  "species": ["C", "C", "C", "C", "C", "H", "H", "H", "H", "H", "H", "H", "H", "H", "H"],
  "coordinates": [[-0.97508, 0.54921, -1.09036], [0.01675, 0.04030, -0.06124], [1.44226, 0.50847, -0.28216], [-0.50198, -0.11663, 1.34170], [-0.13920, -1.33316, 0.53177], [-1.91541, -0.01275, -1.06306], [-1.21239, 1.60097, -0.88481], [-0.57219, 0.49043, -2.10893], [1.48282, 1.56900, -0.55705], [2.05535, 0.36543, 0.61451], [1.90534, -0.06434, -1.09550], [0.12826, 0.16525, 2.18248], [-1.56183, 0.07988, 1.48943], [0.77930, -1.85090, 0.79959], [-0.93199, -1.99117, 0.18362]],
  "homo_energy_ev": -9.84,
  "orbital_gap_ev": 10.99,
  "charge": 0,
  "smiles": "CC1(C)CC1"
}



(b)
{
  "formula": "C5H10",
  "method": "ωB97M-V/def2-TZVPD",
  "species": ["C", "C", "H", "H", "H", "H", "C", "C", "C", "H", "H", "H", "H", "H", "H"],
  "coordinates": [[0.40347, 3.57765, 1.69111], [-0.69879, 2.90024, 2.00197], [1.13049, 3.72075, 2.48049], [0.68833, 3.72612, 0.66034], [-0.77459, 2.44583, 2.98416], [-1.52440, 2.69253, 1.33436], [-0.93865, -2.55505, -1.31655], [0.49288, -2.23855, -1.60582], [1.20557, -1.40490, -0.84716], [-1.65003, -1.78986, -1.61563], [-1.20372, -3.48800, -1.82187], [-0.93303, -2.78165, -0.24390], [0.84985, -2.73650, -2.50513], [2.16087, -1.09225, -1.25033], [0.79175, -0.97635, 0.05396]],
  "homo_energy_ev": -9.54,
  "orbital_gap_ev": 10.63,
  "charge": 0,
  "smiles": "C=CC.C=C"
}



(c)
{
  "formula": "C5H10",
  "method": "ωB97M-V/def2-TZVPD",
  "species": ["C", "C", "C", "C", "C", "H", "H", "H", "H", "H", "H", "H", "H", "H", "H"],
  "coordinates": [[1.28614, -0.55757, 1.39263], [-0.04775, -0.11253, 0.76534], [-0.85646, -0.98463, -0.14759], [0.05203, 0.17867, -0.67380], [-0.56759, 1.34101, -1.32537], [1.62820, -1.51972, 0.94327], [1.18507, -0.58482, 2.61434], [2.21022, 0.21252, 1.11444], [-0.54116, 0.68370, 1.30253], [-0.47667, -2.02868, -0.19195], [-1.93607, -0.97435, -0.32052], [1.05317, -0.16891, -1.11237], [0.09059, 2.20337, -1.38441], [-1.37530, 1.63310, -0.58749], [-1.03623, 1.35404, -2.44506]],
  "homo_energy_ev": -9.62,
  "orbital_gap_ev": 10.87,
  "charge": 0,
  "smiles": "C[C@@H]1C[C@H]1C"
}



(d)
{
  "formula": "C5H10",
  "method": "ωB97M-V/def2-TZVPD",
  "species": ["C", "C", "C", "C", "C", "H", "H", "H", "H", "H", "H", "H", "H", "H", "H"],
  "coordinates": [[1.35427, -0.08903, -0.10634], [0.29011, -1.19248, 0.14358], [-1.10027, -0.70528, -0.22182], [-1.02825, 0.91322, 0.11524], [0.47288, 1.07277, -0.02412], [1.84803, -0.10457, -1.07140], [2.06678, -0.08722, 0.77635], [0.63411, -2.03650, -0.25967], [0.15613, -1.35447, 1.25198], [-1.81158, -1.20634, 0.53531], [-1.33332, -0.90248, -1.26771], [-1.72540, 1.42527, -0.51393], [-1.29667, 0.78118, 1.19664], [0.92870, 1.81940, 0.82453], [0.60075, 1.67053, -0.91139]],
  "homo_energy_ev": -10.34,
  "orbital_gap_ev": 11.44,
  "charge": 0,
  "smiles": "C1CCCC1"
}



Most favorable structure: (a). The second most favorable one is 0.0337 hartree above it.



(a)
{
  "formula": "C4H6N",
  "method": "ωB97M-V/def2-TZVPD",
  "species": ["C", "C", "C", "C", "N", "H", "H", "H", "H", "H", "H"],
  "coordinates": [[0.04758, -0.13034, -0.45740], [-1.24004, -0.21149, 0.25341], [2.16562, 0.15859, -1.80347], [-1.30435, -0.01617, 1.66776], [1.08262, -0.05281, -1.22762], [-2.07731, -0.01119, -0.47063], [2.13263, 0.04516, -2.80905], [3.21473, 0.03087, -1.26563], [-1.17762, 0.98303, 1.72289], [-0.55285, -0.49250, 2.24905], [-2.29102, -0.30315, 2.14070]],
  "homo_energy_ev": -14.75,
  "orbital_gap_ev": 8.70,
  "charge": 1,
  "smiles": "C=[N+]=C=CC"
}



(b)
{
  "formula": "C4H6N",
  "method": "ωB97M-V/def2-TZVPD",
  "species": ["C", "C", "C", "C", "N", "H", "H", "H", "H", "H", "H"],
  "coordinates": [[1.05985, -0.21088, 0.45265], [-0.11046, 0.27282, 0.78903], [0.79534, -1.32367, -1.60627], [-1.28812, 1.05545, 0.92828], [1.28687, -0.45145, -0.87795], [1.95373, -0.34924, 1.13979], [-0.11009, -1.98431, -1.21654], [0.95819, -1.19357, -2.79048], [-2.15084, 0.61855, 1.39801], [-1.38086, 1.61569, 0.05584], [-1.01360, 1.95059, 1.72763]],
  "homo_energy_ev": -14.71,
  "orbital_gap_ev": 7.83,
  "charge": 1
}



(c)
{
  "formula": "C4H6N",
  "method": "ωB97M-V/def2-TZVPD",
  "species": ["C", "C", "C", "C", "N", "H", "H", "H", "H", "H", "H"],
  "coordinates": [[0.57441, -1.23815, 0.13773], [-0.74668, -0.83899, 0.60078], [0.86833, 0.03553, -0.00535], [-1.55257, -0.01993, -0.26876], [-0.38750, 0.64669, 0.41895], [0.98009, -2.17475, -0.28727], [3.02165, 1.30918, -0.35929], [2.05489, 0.55962, -0.18531], [-1.62916, -0.16095, -1.25675], [-2.50985, 0.35585, 0.18948], [-0.67362, 1.52590, 1.01579]],
  "homo_energy_ev": [-15.10, -14.54],
  "orbital_gap_ev": [9.50, 7.78],
  "charge": 1
}



Most favorable structure: (a). The second most favorable one is 0.0274 hartree above it.



(a)
{
  "formula": "C2H2OS2",
  "method": "ωB97M-V/def2-TZVPD",
  "species": ["C", "C", "O", "S", "S", "H", "H"],
  "coordinates": [[2.02877, 0.35469, -0.54788], [-1.63855, -0.10018, 0.26069], [1.78377, -0.22560, -1.53904], [-0.77145, -1.43091, 0.64244], [2.40639, 0.79759, 0.89297], [-1.28304, 0.76550, 0.74744], [-2.52590, -0.16109, -0.45662]],
  "homo_energy_ev": -8.94,
  "orbital_gap_ev": 8.40,
  "charge": 0,
  "smiles": "O=C=S.C=S"
}



(b)
{
  "formula": "C2H2OS2",
  "method": "ωB97M-V/def2-TZVPD",
  "species": ["C", "C", "H", "H", "O", "S", "S"],
  "coordinates": [[0.30464, -0.27073, 0.16869], [-1.20313, 0.02576, -0.06658], [2.33720, 0.44225, 0.01206], [-2.03177, -0.65172, 0.16710], [-1.35312, 1.14205, -0.60190], [1.20514, 1.13112, -0.30083], [0.74103, -1.81874, 0.62146]],
  "homo_energy_ev": -9.28,
  "orbital_gap_ev": 7.78,
  "charge": 0,
  "smiles": "O=CC(=S)S"
}



(c)
{
  "formula": "C2H2OS2",
  "method": "ωB97M-V/def2-TZVPD",
  "species": ["C", "C", "O", "S", "S", "H", "H"],
  "coordinates": [[-2.11185, -1.65023, -0.15033], [-0.24313, -0.18109, 0.04196], [-3.08868, -2.35202, -0.16786], [-1.97618, 0.07468, -0.54499], [-0.45796, -1.97282, 0.29933], [0.42889, 0.26137, -0.55256], [-0.36253, 0.24413, 1.01905]],
  "homo_energy_ev": -10.00,
  "orbital_gap_ev": 9.94,
  "charge": 0
}



Most favorable structure: (c). The second most favorable one is 0.0156 hartree above it.